# 1
Below is an isolated molecule of C23H20ClN3O4S, with properties calculated with wB97M-V/def2-TZVPD.

Each line ends with the Mulliken charge.
CARTESIAN COORDINATES (ANGSTROEM)
C 5.502752 0.278221 1.830664  -0.82
H 6.202083 1.096089 1.937936  0.33
H 5.719667 -0.505953 2.543859  0.34
H 4.479086 0.614621 1.931614  0.32
S 5.712056 -0.420426 0.173621  1.06
O 7.106385 -0.507933 -0.127531  -0.65
O 4.902923 -1.593244 0.067786  -0.62
N 5.129860 0.774075 -0.831533  -0.26
C 3.842896 1.300404 -0.785286  0.45
C 2.800006 0.535274 -0.278032  -0.05
C 1.505176 1.050121 -0.240594  0.13
C 1.263389 2.343713 -0.712971  -0.79
C 2.303139 3.096414 -1.218827  -0.90
C 3.590966 2.587334 -1.255876  -0.83
H 4.401884 3.177817 -1.656712  0.36
H 2.117132 4.093210 -1.589695  0.38
H 0.256687 2.727009 -0.680115  0.59
C 0.412460 0.251059 0.266593  0.15
N -0.793364 0.684210 0.304233  -0.71
N -1.611265 -0.266494 0.784336  0.71
C -2.932335 -0.072699 1.014169  0.33
O -3.629463 -0.917005 1.540998  -0.60
C -3.431667 1.284036 0.622480  0.11
C -3.958341 2.110102 1.608022  -0.44
C -4.440375 3.367146 1.292294  -0.68
C -4.411717 3.807089 -0.020677  -0.43
C -3.913004 2.988386 -1.018194  -0.63
C -3.427204 1.731675 -0.694177  0.78
Cl -2.853851 0.709304 -1.954845  -0.20
H -3.902367 3.314356 -2.046559  0.45
H -4.787331 4.787036 -0.273830  0.38
H -4.841509 4.000890 2.068392  0.39
H -3.983825 1.750108 2.625468  0.46
C -0.910790 -1.530714 1.093455  -0.82
C -1.466515 -2.651179 0.255574  0.04
C -2.115211 -3.720006 0.853472  -0.55
C -2.664235 -4.740170 0.097967  -0.80
C -2.576088 -4.693933 -1.281483  -0.59
C -1.935343 -3.634950 -1.896623  -0.89
C -1.377563 -2.612144 -1.140492  1.20
O -0.733127 -1.568300 -1.731163  -0.36
H -0.807273 -1.637661 -2.690086  0.29
H -1.867151 -3.589623 -2.975989  0.32
H -3.007816 -5.479061 -1.883751  0.39
H -3.166808 -5.561768 0.583968  0.39
H -2.200282 -3.742275 1.929136  0.39
H -1.082670 -1.761255 2.149783  0.88
C 0.550468 -1.160169 0.797810  -1.05
H 0.998966 -1.819158 0.056341  0.38
H 1.169970 -1.177435 1.696152  0.59
H 3.006912 -0.468180 0.052881  0.85
H 5.853623 1.372048 -1.193970  0.23

Forces on the atoms, in the same order (eV/Å):
0.092 -0.370 -0.823
0.104 0.157 -0.027
0.036 -0.185 0.070
-0.197 0.058 0.034
0.195 0.499 0.371
0.132 0.232 0.003
-0.275 0.102 0.060
0.673 -0.570 0.189
-0.715 0.204 0.097
-0.424 0.098 -0.013
0.504 0.644 -0.293
-0.005 -0.153 0.041
-0.002 -0.053 0.012
0.183 -0.229 0.043
0.096 0.087 -0.035
-0.014 0.081 -0.029
-0.107 0.076 -0.017
-0.830 -0.591 0.432
0.910 0.868 -0.324
0.167 -0.941 0.448
-0.041 0.354 -0.017
0.027 -0.026 0.080
-0.239 0.108 -0.141
0.045 -0.110 -0.090
-0.012 0.038 0.042
0.000 0.001 0.021
0.032 -0.059 -0.010
-0.181 0.204 0.275
-0.035 -0.078 -0.325
0.004 -0.001 -0.093
-0.033 0.080 -0.027
-0.028 0.052 0.068
-0.010 -0.043 0.096
-0.279 -0.120 0.000
0.138 0.070 -0.134
0.060 -0.003 -0.182
-0.055 -0.138 0.071
-0.006 0.016 0.019
0.056 0.135 -0.062
-0.205 -0.446 0.117
0.144 0.084 0.016
0.004 -0.029 0.102
0.017 -0.011 -0.099
-0.035 -0.064 -0.049
-0.051 -0.074 0.044
-0.023 0.050 0.128
0.066 -0.028 -0.153
-0.018 0.237 0.004
0.036 -0.031 0.034
0.018 -0.030 -0.008
-0.126 -0.125 0.023
0.205 -0.028 0.013

Results
Structure (SMILES): CS(=O)(=O)Nc1cccc(C2=NN(C(=O)c3ccccc3Cl)[C@@H](c3ccccc3O)C2)c1
E, eV: -60193.5961
Largest force on an atom, eV/A: 1.30
Kohn-Sham gap, hartree: 0.3104
LUMO level, eV: 0.24



# 2
Below is an isolated molecule of C23H20F4N6O3S, with properties calculated with wB97M-V/def2-TZVPD.

Each line ends with the Mulliken charge.
CARTESIAN COORDINATES (ANGSTROEM)
O -4.863148 -0.343552 1.099745  -0.65
C -3.681909 -0.157062 1.249703  -0.37
C -2.934478 1.042203 1.517933  0.45
N -3.281916 2.344050 1.650441  -0.60
N -2.232467 3.026759 1.867896  -0.84
N -1.154877 2.231059 1.888870  1.07
C -1.543422 0.961837 1.675943  0.77
N -0.776372 -0.148897 1.596042  0.17
C -1.438363 -1.217219 1.297781  -0.46
N -2.791383 -1.254980 1.192117  -0.08
H -3.242457 -2.134343 0.966682  0.31
C -0.709163 -2.517643 1.079548  0.06
C -0.970391 -3.063457 -0.342817  -0.87
C 0.120381 -2.603820 -1.324877  -0.93
N 0.726296 -1.354453 -0.936830  0.19
S -0.166332 0.001472 -1.316992  1.95
O -1.583014 -0.215520 -1.238096  -0.71
O 0.409097 1.124850 -0.639246  -0.79
C 0.258880 0.133468 -3.058953  -0.48
C 1.586921 0.307637 -3.399851  -0.56
C 1.938909 0.412754 -4.733750  -1.04
C 0.946363 0.344941 -5.705719  0.31
C -0.387702 0.173057 -5.359173  -0.97
C -0.730189 0.069628 -4.020759  -0.13
H -1.754614 -0.055179 -3.707413  0.53
H -1.145339 0.128063 -6.126184  0.43
C 1.333732 0.416152 -7.159245  0.92
F 1.634352 -0.803154 -7.649610  -0.25
F 0.357902 0.902072 -7.936127  -0.27
F 2.414010 1.179858 -7.371170  -0.27
H 2.968807 0.552894 -5.023792  0.42
H 2.325445 0.364327 -2.617143  0.46
C 1.441630 -1.406851 0.321349  -0.87
C 0.795338 -2.372328 1.325694  -1.14
H 1.248875 -3.360921 1.233254  0.43
H 0.967362 -2.009018 2.337608  0.40
H 2.474971 -1.712123 0.117403  0.46
H 1.439483 -0.388235 0.703509  0.46
H 0.922731 -3.345125 -1.386621  0.43
H -0.299634 -2.468102 -2.323231  0.39
H -1.935892 -2.707377 -0.701086  0.45
H -0.992485 -4.154032 -0.321597  0.49
H -1.114207 -3.234230 1.804812  0.73
C 0.175800 2.731122 2.111856  -1.01
C 0.662638 2.253508 3.455493  0.44
C 1.458051 1.121141 3.546439  -0.12
C 1.826467 0.659988 4.795716  0.27
C 1.433467 1.292324 5.960408  -0.59
C 0.639315 2.421989 5.858083  -0.56
C 0.252239 2.897146 4.616908  -0.69
H -0.378242 3.770503 4.544696  0.45
H 0.317740 2.930777 6.753698  0.38
H 1.742586 0.901986 6.916821  0.46
F 2.591600 -0.451839 4.875355  -0.33
H 1.779691 0.597783 2.661088  0.48
H 0.809424 2.363776 1.300178  0.19
H 0.107500 3.820335 2.077211  0.58

Forces on the atoms, in the same order (eV/Å):
-0.239 0.097 -0.062
-0.021 -0.094 0.073
1.388 0.011 0.191
-0.918 -0.157 -0.119
0.238 1.209 0.181
-0.346 -0.916 -0.343
-1.295 -0.097 -0.065
0.378 -0.092 0.157
-0.069 -0.068 0.477
-0.039 -0.210 -0.027
0.044 0.167 0.041
0.067 -0.164 0.035
0.049 -0.056 -0.057
-0.348 -0.361 -0.274
-0.537 0.873 -0.113
0.710 -0.063 -0.889
-0.022 -0.185 -0.280
0.265 0.035 -0.070
-0.297 -0.067 0.384
0.141 0.034 -0.067
-0.158 0.004 0.033
-0.091 0.033 -0.065
0.270 0.053 -0.048
-0.152 -0.028 0.128
-0.138 -0.019 -0.028
-0.057 0.004 -0.038
0.100 -0.137 -0.286
-0.009 -0.164 0.114
-0.255 0.090 0.082
0.145 0.145 0.190
0.073 0.019 0.003
0.189 0.002 0.048
0.475 0.271 0.414
-0.223 0.115 -0.088
-0.013 -0.025 0.063
0.094 -0.034 0.032
-0.082 0.040 0.020
0.207 -0.198 0.124
-0.043 0.075 -0.073
0.046 -0.261 -0.047
-0.010 -0.130 -0.024
-0.038 0.012 -0.004
0.007 0.085 -0.074
0.328 0.069 0.115
0.125 0.043 0.172
0.113 -0.003 0.154
-0.069 0.106 0.015
0.113 -0.191 -0.109
-0.027 0.010 -0.060
0.017 0.034 -0.062
-0.080 0.109 -0.010
-0.023 0.043 0.084
0.049 -0.061 0.082
-0.043 0.076 -0.001
0.049 -0.093 -0.094
-0.054 0.151 0.127
0.017 -0.139 -0.063

Results
Structure (SMILES): O=c1[nH]c(C2CCN(S(=O)(=O)c3ccc(C(F)(F)F)cc3)CC2)nc2c1nnn2Cc1cccc(F)c1
E, eV: -60964.5493
Largest force on an atom, eV/A: 1.40
Kohn-Sham gap, hartree: 0.3272
LUMO level, eV: -0.04



# 3
Below is a structure of composition C23H20N3O4S3V, with properties calculated with wB97M-V/def2-TZVPD.

Each line ends with the Mulliken spin population.
CARTESIAN COORDINATES (ANGSTROEM)
V 0.123500 0.082400 0.851300  1.85
N -2.022500 0.658400 1.146300  -0.02
C -2.215800 1.885800 0.389100  0.00
C -0.899900 2.693100 0.302600  0.01
O -0.943900 3.883800 -0.050100  0.01
N 0.146600 1.968100 0.616900  -0.03
C 1.463500 2.524000 0.495200  0.00
C 2.412000 1.405300 -0.008100  -0.01
O 3.532000 1.715200 -0.419300  0.01
O 1.955700 0.228000 0.066300  0.02
H -2.721900 -0.046300 0.911400  0.00
H -2.069100 0.831600 2.147400  0.03
H -3.000400 2.532600 0.819000  0.00
H -2.519700 1.638100 -0.636700  0.00
H 1.842800 2.832300 1.483300  0.00
H 1.480900 3.400000 -0.172900  0.00
O -0.409200 -1.332400 -0.053300  0.01
C -1.569700 -2.013900 -0.331200  -0.03
C -2.255900 -1.287200 -1.464900  0.00
C -3.531500 -0.851500 -1.694000  -0.01
C -3.670600 -0.146200 -2.905900  0.00
C -2.496400 -0.044400 -3.591200  0.00
S -1.192800 -0.817300 -2.757800  0.00
C -2.430500 -2.230200 0.900800  0.04
C -1.965300 -2.397800 2.191700  0.02
C -2.944300 -2.829800 3.094500  -0.01
C -4.166300 -3.040900 2.516100  -0.01
S -4.128100 -2.685600 0.814500  0.01
C -1.281800 -3.444400 -0.750000  0.01
C -2.017500 -4.254700 -1.577100  0.00
C -1.590600 -5.591600 -1.563600  0.00
C -0.542800 -5.801700 -0.714900  0.00
S -0.038600 -4.336300 0.069100  0.00
H -4.356800 -1.037100 -1.028500  0.00
H -4.603200 0.276600 -3.246800  0.00
H -2.310500 0.447100 -4.526600  0.00
H -0.939200 -2.198500 2.455300  0.00
H -2.757200 -3.003600 4.141200  0.00
H -5.088200 -3.360000 2.961300  0.00
H -2.845000 -3.885800 -2.160400  0.00
H -2.047900 -6.371100 -2.152800  0.00
H -0.016400 -6.714600 -0.512000  0.00
N 0.594100 -0.220300 2.426200  -0.07
C 1.253700 -1.048200 3.214200  -0.07
C 1.240200 -0.997900 4.631900  0.08
C 1.949300 -1.913900 5.377800  -0.03
C 2.707500 -2.905600 4.770300  0.09
C 2.743400 -2.971600 3.377200  -0.02
C 2.034600 -2.081500 2.614200  0.06
H 0.648800 -0.233200 5.125800  0.04
H 1.922500 -1.857100 6.462500  0.00
H 3.257700 -3.625400 5.364100  0.01
H 3.339500 -3.737200 2.893400  0.00
H 2.038900 -2.119100 1.530100  0.01

Forces on the atoms, in the same order (eV/Å):
-0.337 2.251 -1.089
-0.490 -0.231 0.144
-0.086 0.708 -0.110
-0.621 0.186 0.074
-0.163 0.178 -0.087
-0.086 1.933 -0.568
0.504 0.118 -0.213
0.420 0.816 -0.016
0.253 0.243 -0.097
0.177 -0.602 -0.438
0.172 0.386 0.219
0.101 -0.125 -0.058
0.228 -0.079 -0.191
0.045 0.002 0.157
-0.043 0.017 -0.181
0.115 -0.305 0.179
-0.923 -4.115 -2.441
0.231 0.139 0.125
-0.006 0.256 -0.532
0.309 -0.461 0.376
0.202 0.289 -0.610
0.239 -0.389 0.332
-0.824 0.319 0.150
-0.759 -0.530 1.107
0.179 0.486 -1.430
-1.051 -0.382 0.135
0.414 0.218 -0.561
0.674 -0.011 0.912
0.257 -0.772 -0.231
0.252 0.857 0.267
0.346 -0.634 0.203
0.094 0.628 0.178
-0.585 -0.170 -0.673
-0.038 0.085 0.084
-0.054 0.075 -0.036
-0.018 0.124 -0.169
0.200 0.134 0.038
0.062 0.030 0.134
-0.152 -0.039 0.185
-0.119 0.083 -0.072
-0.014 -0.117 -0.062
0.084 -0.191 -0.034
0.197 -0.823 4.755
0.028 0.344 -0.715
0.031 0.064 0.490
-0.012 0.099 0.098
0.372 -0.477 0.341
-0.066 -0.068 -0.103
0.072 -0.498 0.032
-0.006 0.039 -0.102
-0.032 0.010 0.050
0.041 -0.022 0.071
0.060 -0.085 -0.053
0.124 0.007 0.034

Results
E, eV: -95030.8838
Largest force on an atom, eV/A: 4.87
Kohn-Sham gap (alpha / beta), hartree: 0.0858 / 0.1627
Total charge: -2
Spin multiplicity: 3
LUMO level (alpha / beta), eV: 3.91 / 3.85



# 4
Below is an isolated molecule of C23H20N4O4, with properties calculated with wB97M-V/def2-TZVPD.

Each line ends with the Mulliken charge.
CARTESIAN COORDINATES (ANGSTROEM)
C -3.783974 5.473954 -0.428417  -1.40
C -2.385726 4.959657 -0.496697  0.46
N -1.417108 5.804558 -0.685714  -0.68
C -0.127060 5.392799 -0.758638  -0.30
C 0.868923 6.363006 -0.964768  -0.28
C 2.188314 5.999957 -1.047808  -0.60
C 2.571755 4.658659 -0.929850  -0.56
C 1.629580 3.683965 -0.727866  -0.78
C 0.273236 4.031124 -0.638710  0.56
C -0.792902 3.131605 -0.431928  0.65
C -2.117411 3.569334 -0.358475  1.09
C -2.892052 2.398440 -0.155310  -1.48
C -2.008913 1.354073 -0.107253  0.71
C -2.395868 -0.061223 0.032881  0.45
O -3.565308 -0.364974 -0.152196  -0.72
N -1.476672 -0.997447 0.383659  0.05
C -0.064325 -0.833748 0.619356  -0.74
H 0.210496 0.216427 0.643725  0.56
H 0.177517 -1.284900 1.590901  0.19
C 0.736360 -1.566623 -0.474554  -0.77
N 0.363276 -2.964130 -0.489200  0.14
C 1.101803 -3.921056 0.153371  1.27
C 0.507640 -5.047711 0.753681  -0.31
C 1.269611 -6.022685 1.349699  -0.85
C 2.657484 -5.912109 1.369535  -0.25
C 3.270799 -4.811342 0.773754  -0.59
C 2.508390 -3.838350 0.179407  -0.42
H 3.011395 -3.015660 -0.302462  0.40
H 4.347964 -4.746643 0.780642  0.46
N 3.446716 -6.919354 1.992690  0.99
O 4.654577 -6.764209 2.015657  -0.63
O 2.871467 -7.881241 2.469315  -0.63
H 0.807039 -6.876467 1.820663  0.46
H -0.564197 -5.154783 0.778085  0.27
C -1.057001 -3.106348 -0.727102  -1.13
H -1.332072 -4.156128 -0.801670  0.55
H -1.277169 -2.631711 -1.690150  0.36
C -1.868555 -2.392530 0.361602  -0.73
H -2.937565 -2.439447 0.149766  0.44
H -1.666488 -2.839747 1.340730  0.34
H 1.798535 -1.444478 -0.278542  0.29
H 0.503639 -1.127136 -1.450216  0.29
O -0.725156 1.794869 -0.279654  -0.54
H -3.954115 2.316418 -0.054393  0.61
H 1.910413 2.644696 -0.636131  0.50
H 3.616721 4.395535 -0.998839  0.41
H 2.946148 6.752888 -1.206090  0.38
H 0.559663 7.392173 -1.054405  0.47
H -4.228012 5.222540 0.533422  0.35
H -4.389015 5.013817 -1.207931  0.35
H -3.782800 6.551687 -0.557571  0.36

Forces on the atoms, in the same order (eV/Å):
-0.003 -0.010 0.001
0.111 -0.043 -0.001
-0.541 0.490 -0.007
0.435 -0.663 0.034
0.219 -0.061 -0.014
-0.126 0.202 -0.010
0.009 -0.276 0.033
0.120 0.007 -0.012
0.008 0.144 -0.016
-1.022 0.715 0.013
1.142 -0.247 -0.076
0.426 -0.672 0.080
-1.075 0.870 -0.072
0.026 -0.458 0.093
-0.085 0.304 -0.045
-0.014 -0.100 0.055
0.568 0.201 -0.119
-0.004 -0.187 0.088
0.013 0.055 -0.076
0.052 0.306 0.339
-0.091 0.079 -0.387
0.256 -0.375 0.113
-0.080 0.235 -0.114
0.493 -0.220 0.140
-0.848 0.989 -0.627
0.033 -0.346 0.261
-0.121 0.103 0.019
0.031 0.048 -0.051
0.033 0.020 -0.018
0.444 -0.583 0.355
0.126 -0.035 0.027
-0.005 -0.116 0.068
-0.032 -0.022 0.006
-0.088 0.012 0.002
-0.277 -0.043 0.258
0.017 0.031 -0.034
-0.042 -0.065 0.053
-0.313 -0.295 -0.301
0.156 -0.055 0.086
-0.018 0.006 -0.031
-0.037 -0.008 -0.059
0.064 0.033 0.043
0.382 0.097 -0.109
-0.226 -0.131 0.009
0.073 -0.070 0.001
0.073 -0.041 -0.003
0.038 0.077 -0.013
-0.054 0.102 -0.007
-0.110 -0.008 0.068
-0.122 -0.021 -0.044
-0.013 0.026 -0.002

Results
Structure (SMILES): Cc1nc2ccccc2c2oc(C(=O)N3CCN(c4ccc([N+](=O)[O-])cc4)CC3)cc12
E, eV: -38324.0022
Largest force on an atom, eV/A: 1.45
Kohn-Sham gap, hartree: 0.2971
LUMO level, eV: -0.25